1.
Formula: C25H37BF11IN3O8
Source: the Open Molecules 2025 dataset
Level of theory: ωB97M-V/def2-TZVPD

The geometry in XYZ format:
```
86
C25H37BF11IN3O8 (ωB97M-V/def2-TZVPD)
C -0.834 -4.436 1.539
C 0.098 -3.734 1.267
C 1.271 -2.940 0.945
C 0.869 -1.580 0.334
C 1.888 -0.952 -0.645
C 2.782 0.202 -0.143
C 3.407 -0.061 1.221
C 4.137 -1.395 1.334
O 4.027 -1.815 2.704
C 4.449 -3.080 2.995
F 3.426 -3.934 2.974
F 5.364 -3.511 2.127
F 4.969 -3.071 4.213
N 2.460 0.137 2.369
C 1.556 1.339 2.257
B 1.488 2.025 3.715
O 2.698 2.504 4.156
C 0.190 2.173 4.580
C -1.132 2.236 3.804
C 2.113 2.305 1.208
C 1.395 3.651 1.235
C 2.228 4.701 1.954
O 3.383 4.866 1.782
I 1.172 5.952 3.368
C 2.229 1.675 -0.212
C 1.000 1.912 -1.107
C -0.386 1.667 -0.542
O -1.281 1.526 -1.644
C -2.332 0.633 -1.382
C -3.374 0.723 -2.504
F -3.276 1.955 -3.050
F -4.608 0.616 -1.973
C -3.168 -0.304 -3.661
F -3.503 0.273 -4.823
F -1.845 -0.595 -3.723
C -3.943 -1.636 -3.545
F -5.263 -1.428 -3.566
F -3.624 -2.358 -4.651
C -3.581 -2.544 -2.363
F -2.286 -2.914 -2.440
F -3.806 -1.925 -1.183
H -1.679 -5.059 1.686
H 1.835 -2.786 1.866
H 1.923 -3.479 0.264
H -0.030 -1.788 -0.233
H 0.555 -0.910 1.127
H 1.371 -0.685 -1.555
H 2.558 -1.758 -0.932
H 3.651 0.189 -0.797
H 4.163 0.707 1.339
H 5.184 -1.225 1.110
H 3.784 -2.160 0.653
H 3.049 0.285 3.192
H 1.952 -0.725 2.568
H 0.543 1.055 2.000
H 2.775 2.370 5.109
H 0.308 3.103 5.136
H 0.128 1.399 5.347
H -1.956 2.420 4.484
H -1.336 1.283 3.323
H -1.142 3.035 3.071
H 3.139 2.517 1.502
H 1.209 4.064 0.248
H 0.434 3.620 1.737
H 3.014 2.263 -0.681
H 1.087 1.376 -2.042
H 1.036 2.958 -1.400
H -0.728 2.514 0.055
H -0.452 0.788 0.087
H -2.853 0.904 -0.464
H -1.979 -0.389 -1.300
H -4.193 -3.437 -2.418
C -3.536 -7.001 -3.182
N -4.042 -6.596 -1.841
O -4.153 -5.403 -1.607
O -4.309 -7.476 -1.062
H -3.341 -6.107 -3.761
H -2.631 -7.578 -3.023
H -4.304 -7.614 -3.644
C -1.892 4.622 -3.671
N -1.288 5.956 -3.404
O -0.733 6.118 -2.334
O -1.388 6.791 -4.273
H -1.723 3.993 -2.806
H -2.952 4.772 -3.848
H -1.412 4.214 -4.554
```

Values from the calculation:
Charge: +1
E_LUMO (eV): -2.90
Frontier orbital gap (eV): 9.335
Highest occupied orbital energy (eV): -12.24
E (Ha): -3161.636817
Energy relative to the best compared isomer or geometry (same formula, charge and spin) (eV): 0.000

Atom charges from the Löwdin analysis, given in e for atoms 1 to 5: atom 1 (C): 0.142, atom 2 (C): -0.134, atom 3 (C): -0.206, atom 4 (C): -0.164, atom 5 (C): -0.108


2.
Formula: C2H3BrN2
Source: the Open Molecules 2025 dataset
Level of theory: ωB97M-V/def2-TZVPD

The geometry in XYZ format:
```
8
C2H3BrN2 (ωB97M-V/def2-TZVPD)
C 1.519 0.329 -0.217
C 1.969 -0.824 0.316
N 0.320 -0.284 -0.132
N 0.902 -1.615 -0.188
Br -3.151 -0.147 -0.002
H 1.612 1.349 -0.120
H -1.909 0.382 0.376
H 0.270 -2.196 0.312
```

Values from the calculation:
2S+1: 3
E_LUMO (spin up / spin down) (eV): 0.92 / -1.74
Frontier orbital gap (spin up / spin down) (eV): 8.978 / 8.420
Highest occupied orbital energy (spin up / spin down) (eV): -8.06 / -10.16
E (Ha): -2761.270773
Energy relative to the best compared isomer or geometry (same formula, charge and spin) (eV): 2.954
Expectation value of S²: 2.03

Atom charges from the natural (NBO) analysis, given in e for atoms 1 to 5: atom 1 (C): -0.216, atom 2 (C): 0.284, atom 3 (N): -0.158, atom 4 (N): -0.507, atom 5 (Br): -0.218


3.
Formula: C48H52CdFN7O3P2
Source: the Open Molecules 2025 dataset
Level of theory: ωB97M-V/def2-TZVPD

The geometry in XYZ format:
```
114
C48H52CdFN7O3P2 (ωB97M-V/def2-TZVPD)
Cd 0.733 2.212 0.037
F -2.692 -4.251 -2.832
C -1.389 -3.905 -2.747
C -1.054 -2.676 -2.261
C 0.287 -2.287 -2.225
C 0.626 -0.945 -1.744
O -0.220 -0.179 -1.269
C 2.032 -0.613 -1.842
C 2.939 -1.526 -2.242
N 2.612 -2.792 -2.623
C 3.653 -3.694 -3.063
C 4.916 -3.769 -2.263
C 3.945 -4.911 -2.233
C 1.280 -3.171 -2.670
C 0.906 -4.437 -3.146
C -0.421 -4.814 -3.197
N -0.751 -6.094 -3.734
C -1.876 -6.822 -3.175
C -1.718 -8.297 -3.491
N -1.656 -8.461 -4.990
C -0.543 -7.642 -5.596
C -0.718 -6.194 -5.183
C 2.294 0.767 -1.329
O 1.776 1.716 -1.984
O 2.734 0.900 -0.159
H -1.815 -1.981 -1.929
H 3.996 -1.299 -2.274
H 3.735 -3.780 -4.141
H 4.985 -3.162 -1.370
H 5.841 -3.885 -2.808
H 3.360 -5.033 -1.331
H 4.203 -5.827 -2.749
H 1.657 -5.143 -3.468
H -2.846 -6.473 -3.557
H -1.897 -6.704 -2.094
H -2.559 -8.886 -3.131
H -0.787 -8.696 -3.096
H -2.547 -8.162 -5.392
H -1.543 -9.445 -5.234
H -0.587 -7.772 -6.676
H 0.386 -8.054 -5.209
H -1.635 -5.787 -5.643
H 0.119 -5.621 -5.577
C -0.865 3.514 -2.166
N 0.012 4.029 -1.051
C -0.786 5.024 -0.268
N -1.273 6.097 -1.102
C -2.102 5.533 -2.173
N -1.345 4.590 -3.000
C -0.191 5.292 -3.576
N 0.669 5.851 -2.529
C 1.154 4.776 -1.694
C -0.123 6.775 -1.715
H -1.712 2.992 -1.714
H -0.277 2.806 -2.748
H -0.138 5.430 0.510
H -1.624 4.504 0.203
H -2.470 6.344 -2.800
H -2.957 5.018 -1.732
H -0.549 6.101 -4.212
H 0.388 4.594 -4.183
H 1.780 5.179 -0.896
H 1.727 4.060 -2.279
H -0.485 7.587 -2.344
H 0.507 7.196 -0.929
C 0.754 1.199 3.465
P -0.057 0.721 1.917
C -1.837 0.770 2.202
C -2.642 1.620 1.453
C -4.009 1.680 1.685
C -4.577 0.876 2.661
C -3.781 0.018 3.412
C -2.417 -0.032 3.188
C 0.388 -1.016 1.618
C 1.730 -1.387 1.673
C 2.102 -2.695 1.399
C 1.140 -3.638 1.064
C -0.197 -3.269 0.997
C -0.574 -1.963 1.270
P 1.053 3.030 3.472
C 1.863 3.247 5.095
C 2.639 2.263 5.700
C 3.290 2.520 6.900
C 3.176 3.763 7.504
C 2.409 4.753 6.903
C 1.760 4.498 5.706
C -0.624 3.680 3.802
C -1.051 4.777 3.060
C -2.316 5.322 3.253
C -3.160 4.769 4.202
C -2.734 3.688 4.970
C -1.472 3.153 4.777
H 1.732 0.712 3.456
H 0.196 0.821 4.324
H -2.204 2.244 0.682
H -4.628 2.351 1.104
H -5.644 0.919 2.843
H -4.226 -0.608 4.174
H -1.802 -0.703 3.778
H 2.497 -0.657 1.891
H 3.147 -2.975 1.454
H 1.430 -4.664 0.869
H -0.953 -4.000 0.736
H -1.616 -1.681 1.194
H 2.747 1.283 5.252
H 3.886 1.745 7.363
H 3.683 3.962 8.439
H 2.315 5.725 7.369
H 1.158 5.278 5.251
H -0.374 5.226 2.346
H -2.631 6.183 2.676
H -4.145 5.190 4.363
H -3.386 3.273 5.727
H -1.138 2.331 5.401
```

Values from the calculation:
Charge: +2
E_LUMO (eV): -4.46
Frontier orbital gap (eV): 7.513
Highest occupied orbital energy (eV): -11.98
E (Ha): -3419.186381

Atom charges from the natural (NBO) analysis, given in e for atoms 1 to 5: atom 1 (Cd): 1.566, atom 2 (F): -0.326, atom 3 (C): 0.342, atom 4 (C): -0.213, atom 5 (C): -0.082


4.
Formula: C14H21N3O2S
Source: the Open Molecules 2025 dataset
Level of theory: ωB97M-V/def2-TZVPD

The geometry in XYZ format:
```
41
C14H21N3O2S (ωB97M-V/def2-TZVPD)
C 1.551 0.223 -2.587
O 0.606 0.713 -1.653
C 1.067 1.524 -0.642
C 0.333 2.682 -0.403
C 0.716 3.585 0.569
C 1.867 3.352 1.304
C 2.587 2.194 1.098
C 2.186 1.245 0.159
N 2.938 0.065 0.039
C 2.475 -1.221 0.141
S 3.580 -2.454 0.179
N 1.157 -1.418 0.211
C 0.516 -2.701 0.299
C -0.801 -2.504 1.059
N -1.479 -1.324 0.551
C -2.360 -0.681 1.509
C -2.833 0.647 0.914
O -3.513 0.451 -0.302
C -2.687 -0.212 -1.232
C -2.201 -1.556 -0.689
H 2.042 -0.690 -2.242
H 2.310 0.976 -2.811
H 0.985 0.002 -3.491
H -0.536 2.864 -1.018
H 0.133 4.478 0.733
H 2.196 4.065 2.044
H 3.473 1.993 1.684
H 3.926 0.143 0.243
H 0.495 -0.652 0.150
H 1.174 -3.399 0.824
H 0.331 -3.103 -0.705
H -0.573 -2.330 2.113
H -1.416 -3.414 0.985
H -1.809 -0.488 2.431
H -3.238 -1.308 1.742
H -3.538 1.141 1.585
H -1.958 1.297 0.755
H -3.291 -0.354 -2.129
H -1.812 0.409 -1.470
H -1.532 -2.014 -1.418
H -3.066 -2.224 -0.528
```

Values from the calculation:
E_LUMO (eV): 0.70
Frontier orbital gap (eV): 8.777
Highest occupied orbital energy (eV): -8.08
E (Ha): -1258.996636
Energy relative to the best compared isomer or geometry (same formula, charge and spin) (eV): 1.855
SMILES string: COc1ccccc1NC(=S)NCCN1CCOCC1

Atom charges from the natural (NBO) analysis, given in e for atoms 1 to 5: atom 1 (C): -0.249, atom 2 (O): -0.542, atom 3 (C): 0.327, atom 4 (C): -0.264, atom 5 (C): -0.208


5.
Formula: C5H8N
Source: the Open Molecules 2025 dataset
Level of theory: ωB97M-V/def2-TZVPD

The geometry in XYZ format:
```
14
C5H8N (ωB97M-V/def2-TZVPD)
C -2.277 1.240 -0.245
C -1.379 0.705 0.354
C 1.301 1.533 -0.406
C 1.185 0.535 0.478
C -0.391 -1.619 -0.156
N -0.167 0.173 0.851
H -3.256 1.526 -0.500
H 2.249 1.793 -0.729
H 0.507 2.144 -0.770
H 1.859 -0.080 1.013
H -1.518 -1.871 -0.162
H 0.052 -1.374 -1.173
H 0.291 -2.461 0.337
H -0.403 -0.080 1.793
```

Values from the calculation:
Charge: +1
E_LUMO (eV): -5.54
Frontier orbital gap (eV): 8.938
Highest occupied orbital energy (eV): -14.48
E (Ha): -249.605284
Energy relative to the best compared isomer or geometry (same formula, charge and spin) (eV): 5.983

Atom charges from the natural (NBO) analysis, given in e for atoms 1 to 5: atom 1 (C): -0.112, atom 2 (C): 0.057, atom 3 (C): -0.314, atom 4 (C): -0.065, atom 5 (C): -0.285


6.
Formula: C22H25N3O3S2
Source: the Open Molecules 2025 dataset
Level of theory: ωB97M-V/def2-TZVPD

The geometry in XYZ format:
```
55
C22H25N3O3S2 (ωB97M-V/def2-TZVPD)
C -2.076 0.701 1.101
C -1.327 1.994 0.796
O 0.073 1.810 0.686
C 0.871 1.848 1.769
C 0.437 1.863 3.094
C 1.344 1.891 4.135
C 2.715 1.898 3.886
C 3.746 1.926 4.947
C 3.261 1.974 6.377
O 4.929 1.914 4.682
C 3.145 1.889 2.556
C 2.256 1.879 1.503
C 2.735 1.919 0.091
S 2.505 0.302 -0.752
C 1.158 0.703 -1.768
N 0.706 1.898 -2.037
N -0.376 1.755 -2.810
C -0.568 0.479 -3.030
C -1.653 -0.065 -3.801
C -1.649 -1.060 -4.739
C -2.927 -1.302 -5.283
C -3.881 -0.493 -4.751
S -3.240 0.588 -3.579
N 0.411 -0.252 -2.397
C 0.516 -1.672 -2.228
C -0.323 -2.127 -1.017
C -0.306 -3.661 -0.860
C -1.789 -4.044 -0.870
C -2.416 -2.862 -1.609
O -1.676 -1.738 -1.183
H -3.137 0.916 1.198
H -1.721 0.250 2.026
H -1.941 -0.012 0.292
H -1.548 2.765 1.544
H -1.623 2.367 -0.189
H -0.617 1.854 3.322
H 0.967 1.901 5.145
H 4.120 2.001 7.043
H 2.654 2.862 6.537
H 2.663 1.094 6.600
H 4.209 1.906 2.370
H 3.801 2.137 0.043
H 2.158 2.618 -0.515
H -0.762 -1.573 -5.068
H -3.122 -2.042 -6.039
H -4.927 -0.464 -4.982
H 0.149 -2.163 -3.131
H 1.566 -1.930 -2.066
H 0.049 -1.610 -0.126
H 0.192 -3.962 0.058
H 0.217 -4.117 -1.701
H -1.979 -4.992 -1.366
H -2.178 -4.089 0.147
H -3.461 -2.682 -1.355
H -2.330 -2.989 -2.698
```

Values from the calculation:
E_LUMO (eV): 0.51
Frontier orbital gap (eV): 8.493
Highest occupied orbital energy (eV): -7.98
E (Ha): -2039.683758
Energy relative to the best compared isomer or geometry (same formula, charge and spin) (eV): 2.451
SMILES string: CCOc1ccc(C(C)=O)cc1CSc1nnc(-c2cccs2)n1C[C@@H]1CCCO1

Atom charges from the natural (NBO) analysis, given in e for atoms 1 to 5: atom 1 (C): -0.652, atom 2 (C): -0.068, atom 3 (O): -0.512, atom 4 (C): 0.431, atom 5 (C): -0.336


7.
Formula: BH18O7
Source: the Open Molecules 2025 dataset
Level of theory: ωB97M-V/def2-TZVPD

The geometry in XYZ format:
```
26
BH18O7 (ωB97M-V/def2-TZVPD)
B -0.236 -0.353 -0.026
H -1.250 -0.720 0.011
H -0.083 0.409 0.723
H 0.424 -1.201 0.071
H -0.049 0.137 -0.969
O -0.261 -3.176 1.042
H -0.588 -3.629 0.265
H -0.158 -2.266 0.763
O -3.029 0.504 1.070
H -2.675 1.387 0.964
H -2.318 -0.074 0.793
O 3.386 0.570 1.121
H 2.477 0.384 1.356
H 3.864 -0.223 1.362
O 2.361 -1.128 -1.391
H 2.553 -0.265 -1.758
H 1.534 -1.011 -0.923
O -0.673 1.446 2.563
H -0.044 2.148 2.398
H -0.658 0.919 1.764
O -0.890 2.541 -0.645
H -0.521 2.730 -1.508
H -0.537 1.681 -0.416
O -0.639 -0.370 -3.171
H -0.409 -0.234 -2.252
H -1.581 -0.207 -3.209
```

Values from the calculation:
Charge: -1
E_LUMO (eV): 3.13
Frontier orbital gap (eV): 10.410
Highest occupied orbital energy (eV): -7.28
E (Ha): -562.287654
Energy relative to the best compared isomer or geometry (same formula, charge and spin) (eV): 1.871

Atom charges from the natural (NBO) analysis, given in e for atoms 1 to 5: atom 1 (B): -0.698, atom 2 (H): -0.019, atom 3 (H): -0.059, atom 4 (H): -0.045, atom 5 (H): -0.058


8.
Formula: C14H41CrCu3NO14P2
Source: the Open Molecules 2025 dataset
Level of theory: ωB97M-V/def2-TZVPD

The geometry in XYZ format:
```
76
C14H41CrCu3NO14P2 (ωB97M-V/def2-TZVPD)
Cr -0.285 2.526 0.842
Cu -2.166 2.328 -1.877
Cu 1.328 0.785 -2.392
Cu -3.283 0.932 0.373
P -1.788 4.513 0.135
O -2.921 5.484 0.759
O -1.867 4.519 -1.405
O -2.287 3.118 0.677
O -0.379 4.541 0.773
P -0.558 0.262 -0.612
O -0.798 0.571 0.906
O -0.093 1.657 -0.981
O -1.952 0.166 -1.336
O 0.570 -0.721 -1.017
C 2.739 -1.467 2.475
C 3.453 -1.024 1.267
O 2.673 -0.173 0.453
H 1.814 -1.991 2.236
H 2.475 -0.642 3.137
H 3.357 -2.150 3.057
H 3.774 -1.933 0.758
H 4.435 -0.612 1.498
H 1.911 -0.675 0.155
C -4.596 -3.293 -1.639
C -4.473 -2.226 -0.543
O -4.353 -1.016 -1.247
H -5.001 -4.219 -1.231
H -3.661 -3.563 -2.131
H -5.203 -2.882 -2.446
H -3.575 -2.429 0.041
H -5.275 -2.214 0.195
H -3.415 -0.842 -1.350
C -1.041 -3.631 -1.430
C 0.498 -3.764 -1.296
O 1.223 -2.783 -2.030
H -1.439 -3.838 -2.423
H -1.500 -2.696 -1.108
H -1.321 -4.476 -0.800
H 0.760 -4.740 -1.703
H 0.626 -3.660 -0.218
H 0.920 -1.959 -1.641
C -1.161 -2.493 3.657
C -1.741 -2.340 2.280
O -2.279 -1.028 2.116
H -0.714 -3.482 3.752
H -1.836 -2.577 4.509
H -0.419 -1.715 3.835
H -2.570 -3.012 2.059
H -1.088 -2.514 1.425
H -1.631 -0.422 1.748
C -1.174 -1.668 -5.876
C -0.979 -1.051 -4.516
O -2.142 -0.836 -3.683
H -0.202 -2.016 -6.226
H -1.716 -1.034 -6.578
H -1.697 -2.618 -5.768
H -0.501 -0.079 -4.638
H -0.328 -1.598 -3.834
H -1.890 -0.454 -2.839
C 2.859 2.414 3.275
C 2.612 3.349 2.012
C 4.057 3.809 1.530
O 4.044 4.954 0.678
C 3.713 6.182 1.321
N 1.900 2.606 0.973
H 1.878 2.127 3.655
H 3.472 2.843 4.068
H 3.343 1.507 2.912
H 2.041 4.242 2.267
H 4.496 2.987 0.965
H 4.771 3.921 2.346
H 4.588 6.625 1.797
H 3.027 6.056 2.158
H 3.378 6.962 0.637
H 2.384 2.936 0.151
H 2.181 1.636 0.949
```

Values from the calculation:
Charge: -1
2S+1: 5
E_LUMO (spin up / spin down) (eV): 0.58 / 0.55
Frontier orbital gap (spin up / spin down) (eV): 4.115 / 4.178
Highest occupied orbital energy (spin up / spin down) (eV): -3.54 / -3.63
E (Ha): -8314.997508
Expectation value of S²: 6.02

Atom charges from the Löwdin analysis, given in e for atoms 1 to 5: atom 1 (Cr): 0.717, atom 2 (Cu): 0.476, atom 3 (Cu): 0.614, atom 4 (Cu): 0.535, atom 5 (P): 0.021


9.
Formula: C3H8N2
Source: the Open Molecules 2025 dataset
Level of theory: ωB97M-V/def2-TZVPD

The geometry in XYZ format:
```
13
C3H8N2 (ωB97M-V/def2-TZVPD)
C 0.326 -1.387 -0.369
C 0.490 -0.011 -1.051
N -0.315 0.358 1.599
C -0.869 1.084 0.473
N -0.736 0.759 -0.900
H 0.177 -2.189 -1.104
H -0.565 -1.167 0.290
H 1.263 -1.706 0.225
H 0.704 -0.114 -2.155
H 1.307 0.616 -0.660
H -0.428 0.964 2.390
H -1.620 1.778 0.637
H 0.267 1.015 0.625
```

Values from the calculation:
E_LUMO (eV): 0.09
Frontier orbital gap (eV): 9.101
Highest occupied orbital energy (eV): -9.01
E (Ha): -228.424095
Energy relative to the best compared isomer or geometry (same formula, charge and spin) (eV): 6.111

Atom charges from the natural (NBO) analysis, given in e for atoms 1 to 5: atom 1 (C): -0.637, atom 2 (C): -0.291, atom 3 (N): -0.675, atom 4 (C): -0.042, atom 5 (N): -0.401